Record 1
C17H29N5O7 | the ωB97M-V functional and the def2-TZVPD basis

Atoms and positions in Å:
C  1.7936  -2.4193  -5.2767
O  1.5791  -2.3840  -3.8742
C  2.7656  -2.0802  -3.1540
C  2.4038  -1.6027  -1.7718
O  1.6421  -2.6363  -1.1605
C  1.2190  -2.5201  0.1680
C  1.1594  -1.1445  0.8268
O  1.0814  -0.0873  0.2302
N  1.1398  -1.2260  2.1857
C  0.8265  -0.0952  3.0314
C  -0.6219  -0.1334  3.5385
O  -0.9567  -1.4290  4.0130
C  -0.2934  -1.8274  5.1962
C  -0.8774  0.9867  4.5528
C  -1.1344  2.2172  3.6902
N  -1.6669  1.6583  2.4497
C  -2.1238  2.4993  1.4875
O  -2.1050  3.7084  1.6574
C  -2.6042  1.8974  0.1849
C  -1.4633  1.9195  -0.8335
C  -1.9344  1.5011  -2.2193
N  -0.8281  1.4310  -3.1571
C  -0.0960  0.3319  -3.5152
O  -0.4887  -0.8743  -3.1224
N  0.9339  0.6472  -4.2360
N  0.9112  2.0452  -4.3699
C  -0.1231  2.4521  -3.7213
O  -0.5518  3.7152  -3.5695
C  -1.6022  0.2041  2.4100
H  0.8505  -2.7005  -5.7402
H  2.0967  -1.4340  -5.6377
H  2.5530  -3.1664  -5.5259
H  3.3949  -2.9764  -3.1130
H  3.3114  -1.2765  -3.6593
H  3.3270  -1.4040  -1.2132
H  1.8376  -0.6772  -1.8312
H  0.1992  -2.9165  0.2191
H  1.8457  -3.1620  0.8019
H  1.0639  -2.1419  2.5970
H  1.5212  -0.0703  3.8737
H  0.9853  0.8097  2.4452
H  -0.6667  -2.8181  5.4442
H  0.7934  -1.8853  5.0669
H  -0.5069  -1.1528  6.0296
H  -1.7708  0.7265  5.1246
H  -0.0529  1.1355  5.2500
H  -1.8456  2.9119  4.1348
H  -0.2219  2.7831  3.4853
H  -2.9842  0.8820  0.3154
H  -3.4259  2.5273  -0.1584
H  -1.0551  2.9311  -0.8843
H  -0.6554  1.2561  -0.5173
H  -2.3896  0.5109  -2.1973
H  -2.6714  2.2053  -2.6084
H  0.2238  -1.5148  -3.3820
H  0.0756  4.2803  -4.0387
H  -1.2505  -0.1569  1.4437
H  -2.5666  -0.2610  2.6346

2S+1 = 1
ΔE to the lowest compared entry with this formula, charge and spin = 0.699 eV
Structure (SMILES) = COCCOCC(=O)NC[C@@]1(OC)CCN(C(=O)CCCn2c(O)nnc2O)C1

List of natural (NBO) charges in e, atom by atom: -0.25, -0.56, -0.08, -0.09, -0.53, -0.14, 0.66, -0.64, -0.62, -0.27, 0.27, -0.54, -0.26, -0.45, -0.21, -0.44, 0.70, -0.63, -0.49, -0.41, -0.21, -0.41, 0.62, -0.69, -0.40, -0.38, 0.60, -0.67, -0.23, 0.20, 0.20, 0.17, 0.17, 0.19, 0.17, 0.22, 0.21, 0.18, 0.40, 0.20, 0.25, 0.20, 0.16, 0.18, 0.22, 0.22, 0.22, 0.20, 0.21, 0.23, 0.22, 0.24, 0.22, 0.21, 0.53, 0.50, 0.22, 0.21

Record 2
C50H43AsClLaN2PS4 | the ωB97M-V functional and the def2-TZVPD basis

Atoms and positions in Å:
La  -0.1671  0.4260  -0.2606
S  -2.7866  1.2521  -0.3292
C  -3.6732  0.2305  0.8312
C  -5.0337  0.0225  0.5886
C  -5.8143  -0.7316  1.4453
C  -5.2619  -1.2909  2.5903
C  -3.9214  -1.0872  2.8603
C  -3.1302  -0.3533  1.9814
S  -1.4075  -0.1299  2.3844
C  -0.8529  -1.8509  2.5666
C  0.5520  -2.1588  2.0959
C  1.0463  -3.4199  2.4223
C  2.2705  -3.8122  1.9308
C  2.9867  -2.9277  1.1349
C  2.4504  -1.6846  0.8739
C  3.1893  -0.7257  -0.0169
S  2.3831  -0.4847  -1.6379
C  2.1166  -2.1659  -2.1409
C  3.2215  -2.8272  -2.6781
C  3.1266  -4.1479  -3.0728
C  1.9041  -4.7981  -2.9392
C  0.8042  -4.1371  -2.4273
C  0.8709  -2.8003  -2.0119
S  -0.6161  -2.0526  -1.4256
N  1.2476  -1.2988  1.3497
H  -5.4697  0.4639  -0.2973
H  -6.8625  -0.8766  1.2195
H  -5.8712  -1.8697  3.2706
H  -3.4867  -1.4954  3.7645
H  -1.5425  -2.4702  1.9888
H  -0.9385  -2.1450  3.6124
H  0.4539  -4.0834  3.0378
H  2.6637  -4.7953  2.1522
H  3.9428  -3.2023  0.7121
H  4.2078  -1.0727  -0.1825
H  3.2635  0.2639  0.4417
H  4.1568  -2.2909  -2.7872
H  3.9843  -4.6592  -3.4876
H  1.8032  -5.8308  -3.2479
H  -0.1440  -4.6515  -2.3437
Cl  3.6227  4.1024  3.2618
C  2.0373  3.9188  2.6059
C  1.0471  4.8539  2.8540
C  -0.1990  4.6476  2.2888
C  -0.4090  3.5283  1.5010
N  0.5522  2.6269  1.2672
C  1.7525  2.8198  1.8157
H  1.2542  5.7172  3.4717
H  -1.0067  5.3471  2.4513
H  -1.3711  3.3334  1.0409
H  2.5241  2.0837  1.6214
C  -0.9359  3.8736  -2.5999
C  -0.9759  4.5857  -3.9432
As  -1.6776  6.4257  -3.7170
C  -1.0171  7.1685  -5.3913
C  -0.8866  6.3981  -6.5415
C  -0.4678  6.9779  -7.7335
C  -0.1769  8.3318  -7.7842
C  -0.3105  9.1084  -6.6403
C  -0.7334  8.5311  -5.4531
C  -0.2061  6.9946  -2.5601
C  1.1291  6.8924  -2.9488
C  2.1444  7.2077  -2.0593
C  1.8376  7.6328  -0.7712
C  0.5129  7.7472  -0.3798
C  -0.5053  7.4272  -1.2730
P  0.1678  2.4255  -2.4727
C  1.8013  3.0535  -2.9414
C  2.6372  3.4931  -1.9172
C  3.8788  4.0415  -2.2027
C  4.2982  4.1486  -3.5207
C  3.4744  3.7106  -4.5499
C  2.2315  3.1668  -4.2628
C  -0.3404  1.2170  -3.7260
C  -1.7020  0.9464  -3.8785
C  -2.1201  -0.1237  -4.6535
C  -1.1873  -0.9385  -5.2787
C  0.1671  -0.6726  -5.1421
C  0.5893  0.3986  -4.3709
H  -1.9320  3.5776  -2.2584
H  -0.5397  4.5338  -1.8196
H  -1.5964  4.0404  -4.6551
H  0.0241  4.6793  -4.3690
H  -1.1117  5.3383  -6.5255
H  -0.3724  6.3687  -8.6233
H  0.1490  8.7834  -8.7120
H  -0.0875  10.1670  -6.6746
H  -0.8323  9.1519  -4.5695
H  1.3783  6.5718  -3.9548
H  3.1777  7.1286  -2.3732
H  2.6327  7.8914  -0.0828
H  0.2679  8.1025  0.6137
H  -1.5400  7.5255  -0.9630
H  2.3095  3.4281  -0.8842
H  4.5147  4.3864  -1.3974
H  5.2685  4.5705  -3.7483
H  3.7989  3.7930  -5.5788
H  1.5979  2.8223  -5.0714
H  -2.4471  1.5478  -3.3717
H  -3.1774  -0.3274  -4.7574
H  -1.5181  -1.7808  -5.8717
H  0.8999  -1.3029  -5.6292
H  1.6507  0.5984  -4.2786

Total charge = +1
2S+1 = 1
ΔE to the lowest compared entry with this formula, charge and spin = 0.040 eV

Löwdin atomic charge list, values in e, 99 entries: 1.19, 0.45, -0.67, -0.12, -0.07, -0.07, -0.10, -0.54, 0.87, -0.38, -0.33, 0.00, -0.01, 0.00, -0.34, -0.37, 0.86, -0.55, -0.11, -0.08, -0.07, -0.12, -0.68, 0.48, 0.02, 0.10, 0.11, 0.11, 0.11, 0.10, 0.09, 0.13, 0.12, 0.13, 0.09, 0.07, 0.11, 0.11, 0.11, 0.10, 0.71, -0.64, -0.06, -0.03, -0.14, -0.06, -0.18, 0.12, 0.12, 0.07, 0.10, -0.42, -0.43, 1.30, -0.43, -0.12, -0.09, -0.09, -0.08, -0.12, -0.43, -0.10, -0.08, -0.09, -0.09, -0.13, 0.93, -0.38, -0.11, -0.08, -0.07, -0.06, -0.10, -0.40, -0.12, -0.06, -0.06, -0.07, -0.13, 0.06, 0.06, 0.07, 0.04, 0.09, 0.10, 0.10, 0.11, 0.10, 0.11, 0.10, 0.10, 0.10, 0.09, 0.08, 0.11, 0.11, 0.11, 0.11, 0.08

Record 3
C7H10 | the ωB97M-V functional and the def2-TZVPD basis

Atoms and positions in Å:
C  -0.7409  -1.9686  -0.0443
C  -0.7908  -0.6495  0.7155
C  0.4269  0.2397  0.5458
C  0.2214  1.4464  -0.8127
C  0.1893  1.7028  0.6676
C  1.7676  -0.4035  0.4676
C  1.5317  0.0544  -0.7462
H  -0.7263  -1.7951  -1.1271
H  -1.6167  -2.5824  0.1914
H  0.1623  -2.5255  0.2183
H  -1.7078  -0.0961  0.4709
H  -0.8136  -0.8345  1.7965
H  0.8750  2.0562  -1.4252
H  -0.7420  1.2349  -1.2794
H  -0.7662  1.9819  1.1139
H  1.0373  2.2752  1.0428
H  1.6927  -0.1362  -1.7954

2S+1 = 1
ΔE to the lowest compared entry with this formula, charge and spin = 5.525 eV

List of natural (NBO) charges in e, atom by atom: -0.61, -0.44, 0.13, -0.41, -0.46, -0.17, -0.29, 0.20, 0.21, 0.23, 0.20, 0.24, 0.24, 0.22, 0.23, 0.23, 0.23

Record 4
C53H106Cl2O38 | the ωB97M-V functional and the def2-TZVPD basis

Atoms and positions in Å:
C  0.6255  0.6095  -4.5345
Cl  2.1478  1.3374  -5.0508
Cl  -0.3705  0.2244  -5.9774
H  0.8902  -0.2573  -3.9385
H  0.0918  1.3232  -3.9164
C  -6.5812  2.9894  -3.0465
C  -5.8971  2.5046  -4.3265
O  -4.6960  1.7754  -4.1138
C  -4.6868  0.5799  -3.5454
O  -5.6330  0.1481  -2.9349
O  -3.4614  0.0853  -3.6202
C  -3.2023  -0.9765  -2.7321
H  -6.8132  2.1736  -2.3597
H  -7.6206  3.2692  -3.2388
H  -5.9806  3.7426  -2.5439
H  -5.6193  3.3640  -4.9315
H  -6.5229  1.8214  -4.9081
H  -3.9910  -1.7298  -2.7134
H  -3.1050  -0.6937  -1.6764
H  -2.2325  -1.4277  -2.9295
C  2.7133  -2.1802  3.4191
C  2.2708  -0.7680  3.0143
O  2.8971  0.1041  3.9575
C  2.6979  1.4193  3.8859
O  2.0008  1.9783  3.0720
O  3.3629  1.9792  4.8730
C  3.1186  3.3446  5.1689
H  2.0137  -2.9745  3.1556
H  2.8370  -2.2928  4.4958
H  3.6575  -2.3486  2.9042
H  1.1968  -0.6009  2.9833
H  2.6424  -0.6169  2.0004
H  3.5827  4.0391  4.4634
H  3.6589  3.5629  6.0886
H  2.1082  3.7365  5.2782
C  1.0341  -3.7343  -4.1584
C  2.3011  -3.0720  -4.6375
O  2.6234  -1.9740  -3.7599
C  3.3445  -2.2045  -2.6771
O  3.4962  -3.2789  -2.1433
O  3.7595  -1.0442  -2.1878
C  4.5673  -1.1274  -1.0180
H  0.5164  -4.3236  -4.9172
H  0.2990  -2.9696  -3.8969
H  1.2234  -4.3648  -3.2918
H  2.2990  -2.6496  -5.6412
H  3.1539  -3.7545  -4.6771
H  4.1563  -1.8155  -0.2808
H  4.5731  -0.1343  -0.5725
H  5.5905  -1.4217  -1.2454
C  -6.3668  -3.2957  -3.2892
C  -5.3082  -4.3105  -3.6365
O  -4.4616  -4.4623  -2.5030
C  -3.2364  -4.9559  -2.7030
O  -2.6630  -5.0049  -3.7544
O  -2.7417  -5.2966  -1.5209
C  -1.5409  -6.0274  -1.4634
H  -6.7278  -3.5527  -2.2920
H  -7.1581  -3.2298  -4.0331
H  -5.9708  -2.2825  -3.1870
H  -4.7344  -4.0594  -4.5324
H  -5.7713  -5.2632  -3.9151
H  -0.6551  -5.3908  -1.4445
H  -1.4158  -6.6670  -2.3416
H  -1.4862  -6.6990  -0.6133
C  2.7854  5.4454  1.3885
C  2.2085  6.4610  2.3468
O  1.4291  5.7881  3.3554
C  0.8542  6.4150  4.3752
O  0.8448  7.6004  4.5323
O  0.2876  5.4988  5.1443
C  -0.2081  5.9171  6.4100
H  2.0411  4.9385  0.7810
H  3.3023  4.7182  2.0182
H  3.5201  5.9024  0.7263
H  1.4764  7.0360  1.7723
H  2.9271  7.1100  2.8424
H  0.1050  6.9188  6.7104
H  0.1082  5.2151  7.1745
H  -1.2885  6.0268  6.3050
C  1.1543  9.9945  -4.6860
C  1.2102  8.6256  -5.3124
O  1.3940  7.6685  -4.2743
C  1.3824  6.3781  -4.5521
O  0.9495  5.8907  -5.5659
O  2.0016  5.7453  -3.5706
C  2.0154  4.3208  -3.5433
H  2.0544  10.1819  -4.0974
H  0.3532  10.0924  -3.9497
H  1.0122  10.7499  -5.4564
H  2.0429  8.5755  -6.0170
H  0.2926  8.3982  -5.8574
H  2.3914  4.0293  -2.5685
H  2.6088  3.9583  -4.3764
H  0.9858  3.9615  -3.6093
C  0.2074  -9.3232  1.2715
C  0.5823  -8.2627  2.3034
O  -0.5697  -7.8388  3.0324
C  -1.3028  -6.8424  2.5411
O  -0.9565  -6.1431  1.6146
O  -2.4633  -6.8100  3.1508
C  -3.3548  -5.7523  2.8057
H  1.1598  -9.6142  0.8218
H  -0.4606  -8.9680  0.4878
H  -0.2645  -10.1896  1.7330
H  1.0141  -7.3871  1.8164
H  1.3250  -8.6690  2.9856
H  -2.8392  -4.8154  2.5960
H  -3.9546  -5.5031  3.6781
H  -3.9669  -6.0534  1.9592
C  -9.1432  -3.4196  2.0040
C  -8.2975  -4.4907  1.3404
O  -7.2547  -3.9305  0.5752
C  -6.1175  -3.6239  1.1723
O  -5.8392  -3.8344  2.3260
O  -5.3104  -3.0622  0.2870
C  -3.9692  -2.8321  0.6641
H  -10.0243  -3.8236  2.4988
H  -9.4865  -2.7262  1.2340
H  -8.5223  -2.8739  2.7149
H  -8.9242  -5.1177  0.7045
H  -7.8919  -5.1914  2.0759
H  -3.8251  -2.6049  1.7226
H  -3.5507  -2.0191  0.0789
H  -3.4076  -3.7604  0.5395
C  1.4360  2.4468  -0.1426
C  0.9609  1.2611  -0.9746
O  0.8804  0.1821  -0.0590
C  0.4582  -0.9636  -0.5767
O  0.0364  -1.1229  -1.6934
O  0.6012  -1.8708  0.3581
C  0.1394  -3.1833  0.0484
H  1.5383  3.2789  -0.8372
H  2.4010  2.1797  0.2903
H  0.8206  2.7017  0.7161
H  1.7447  0.9969  -1.6927
H  0.0040  1.4198  -1.4729
H  -0.9434  -3.2963  0.0897
H  0.5810  -3.8914  0.7456
H  0.5091  -3.4239  -0.9498
C  9.0559  6.6571  2.3144
C  8.1454  5.6819  3.0659
O  7.3653  5.0123  2.0874
C  6.5638  4.0635  2.4857
O  6.4812  3.5599  3.5755
O  5.8629  3.6314  1.4242
C  5.0164  2.5319  1.6036
H  8.5536  7.5175  1.8771
H  9.7012  6.1593  1.5883
H  9.8401  7.0757  2.9546
H  7.5161  6.1692  3.8087
H  8.8192  5.0083  3.5972
H  4.7229  2.0532  0.6694
H  4.1062  2.8170  2.1312
H  5.5085  1.7281  2.1614
C  4.7914  -8.6749  2.6611
C  5.5133  -8.7050  1.3053
O  5.1710  -7.6116  0.4447
C  4.0522  -7.6326  -0.2433
O  3.3031  -8.5817  -0.3158
O  3.8538  -6.4354  -0.7858
C  2.6398  -6.2241  -1.4661
H  4.9781  -9.5889  3.2204
H  3.7307  -8.7031  2.3873
H  4.8500  -7.7915  3.2947
H  5.1730  -9.6284  0.8385
H  6.5966  -8.6521  1.3225
H  2.0229  -5.4978  -0.9368
H  2.0241  -7.1137  -1.6106
H  2.7823  -5.8560  -2.4810
C  -1.4901  7.2055  -2.6546
C  -0.5229  7.5771  -1.5307
O  -0.2692  6.4278  -0.7407
C  -1.0095  6.1694  0.3268
O  -1.8399  6.9162  0.7793
O  -0.6972  4.9972  0.8203
C  -1.3274  4.4423  1.9396
H  -1.0152  6.4165  -3.2449
H  -1.7884  8.0289  -3.3016
H  -2.4107  6.7294  -2.3122
H  -0.9653  8.4094  -0.9796
H  0.4609  7.8869  -1.8742
H  -1.0958  4.9969  2.8486
H  -0.9731  3.4211  2.0697
H  -2.4105  4.3528  1.8291
O  -2.2914  1.4899  0.4908
C  -3.1756  0.9012  1.0807
O  -2.9381  0.1264  2.1271
C  -1.6378  -0.0638  2.6397
C  -1.6121  -1.1154  3.7164
C  -4.5897  0.9237  0.5806
H  -1.3127  0.9026  3.0479
H  -0.9548  -0.2869  1.8145
H  -2.2740  -0.8584  4.5418
H  -0.5974  -1.3556  4.0173
H  -2.0302  -2.0226  3.2633
H  -5.0288  1.9166  0.5316
H  -5.1599  0.2538  1.2255
H  -4.5849  0.5689  -0.4500

2S+1 = 1

Löwdin atomic charge list, values in e, 99 entries: -1.00, 0.56, 0.51, -0.01, 0.02, -0.06, -0.19, 0.03, -0.60, 0.11, 0.04, -0.03, 0.06, 0.08, 0.08, 0.12, 0.13, 0.08, 0.08, 0.09, -0.04, -0.20, 0.04, -0.61, 0.12, 0.03, -0.03, 0.07, 0.08, 0.07, 0.10, 0.11, 0.08, 0.10, 0.08, -0.05, -0.18, 0.00, -0.61, 0.12, 0.01, -0.03, 0.09, 0.08, 0.05, 0.13, 0.13, 0.09, 0.08, 0.10, -0.05, -0.22, 0.02, -0.60, 0.14, 0.01, -0.04, 0.08, 0.08, 0.05, 0.12, 0.13, 0.08, 0.10, 0.07, -0.03, -0.17, 0.01, -0.63, 0.14, -0.02, -0.03, 0.06, 0.06, 0.09, 0.12, 0.13, 0.09, 0.09, 0.10, -0.07, -0.22, 0.01, -0.64, 0.13, 0.00, -0.05, 0.08, 0.07, 0.08, 0.13, 0.13, 0.08, 0.06, 0.10, -0.05, -0.20, 0.04, -0.60

It is found that the highest occupied orbital energy values, taken in the order of the records, are -0.3015, -0.3628, -0.3061, -0.3801 hartree.
It is found that the E values, taken in the order of the records, are -1465.65237, -6702.28081, -272.51495, -5862.68130 hartree.
It is found that the orbital gap values, taken in the order of the records, are 8.614, 7.436, 9.186, 10.797 eV.